Entry 1:
A molecular structure, C21H35GdN7O4. Source: the Open Molecules 2025 dataset; level of theory: ωB97M-V/def2-TZVPD.

ΔE to the lowest compared entry with this formula, charge and spin   1.3 kcal per mole
Orbital gap (alpha / beta)   8.724 / 4.478 eV
HOMO (alpha / beta)   -16.87 / -16.77 eV

ORCA input file:
```
! wB97M-V def2-TZVPD RIJCOSX def2/J DEFGRID3
* xyz 3 8
Gd 0.344 0.243 -0.246
C 2.958 0.671 -2.368
C 2.842 2.121 -1.952
O 1.909 2.177 -0.868
C 1.592 3.505 -0.433
C 0.436 3.390 0.532
O -0.612 2.560 -0.005
C -1.385 3.120 -1.088
C -0.923 2.563 -2.414
O -0.833 1.141 -2.239
C -0.514 0.379 -3.416
C 0.966 0.436 -3.697
O 1.658 0.071 -2.484
H 3.495 0.083 -1.623
H 3.509 0.586 -3.306
H 2.480 2.758 -2.765
H 3.818 2.502 -1.641
H 1.340 4.118 -1.304
H 2.452 3.963 0.062
H 0.042 4.374 0.789
H 0.743 2.897 1.456
H -1.318 4.209 -1.075
H -2.420 2.842 -0.895
H 0.049 2.959 -2.717
H -1.655 2.796 -3.191
H -1.087 0.743 -4.271
H -0.840 -0.642 -3.203
H 1.270 1.438 -4.004
H 1.230 -0.261 -4.495
C -1.952 -0.211 4.292
N -0.490 -0.235 4.367
C 0.132 -0.441 5.682
C 0.215 -0.116 3.235
N -0.320 0.143 2.067
N 1.583 -0.293 3.371
C 2.584 -0.192 2.427
N 3.819 -0.265 2.948
N 2.340 -0.050 1.155
H -2.351 -0.386 5.285
H -2.322 -1.001 3.636
H -2.313 0.763 3.954
H -0.601 -0.197 6.443
H 0.956 0.256 5.840
H 0.459 -1.472 5.824
H -1.326 0.229 2.155
H 1.889 -0.547 4.295
H 3.997 -0.299 3.938
H 4.625 -0.272 2.346
H 3.218 0.063 0.658
N 0.797 -2.256 -0.673
C -0.368 -2.981 -1.127
C -0.287 -4.220 -1.703
C -1.454 -4.921 -2.074
C -2.687 -4.377 -1.853
C -2.804 -3.083 -1.287
C -4.050 -2.464 -1.049
C -4.102 -1.197 -0.531
C -2.893 -0.536 -0.284
N -1.713 -1.099 -0.457
C -1.634 -2.371 -0.945
H 1.584 -2.417 -1.297
H 1.086 -2.581 0.249
H 0.681 -4.683 -1.849
H -1.361 -5.905 -2.512
H -3.585 -4.925 -2.105
H -4.960 -3.001 -1.288
H -5.038 -0.694 -0.337
H -2.901 0.493 0.066
*
```

Results of the Löwdin charge analysis, in e, for atoms 1 through 6: number 1, Gd, carries 1.718; number 2, C, carries -0.134; number 3, C, carries -0.137; number 4, O, carries -0.268; number 5, C, carries -0.134; number 6, C, carries -0.134

=====

Entry 2:
A molecular structure, C21H35HfNOP2Te. Source: the Open Molecules 2025 dataset; level of theory: ωB97M-V/def2-TZVPD.

Orbital gap (alpha / beta)   4.484 / 4.482 eV
HOMO (alpha / beta)   -4.92 / -4.92 eV

ORCA input file:
```
! wB97M-V def2-TZVPD RIJCOSX def2/J DEFGRID3
* xyz 0 1
Hf 0.219 0.089 -0.181
P 2.827 -0.152 -0.606
P -2.475 0.398 -0.149
N -0.007 0.597 -2.055
H 0.915 1.749 0.003
C 3.293 -1.650 -1.538
H 4.378 -1.818 -1.534
H 2.951 -1.557 -2.576
H 2.795 -2.523 -1.101
C 3.977 -0.138 0.806
H 5.011 -0.291 0.469
H 3.702 -0.928 1.516
H 3.906 0.826 1.326
C 3.470 1.195 -1.674
H 4.570 1.186 -1.707
H 3.126 2.158 -1.275
H 3.064 1.088 -2.690
C -3.296 -0.878 -1.163
H -4.381 -0.700 -1.180
H -3.100 -1.874 -0.746
H -2.904 -0.853 -2.186
C -3.471 0.308 1.377
H -4.527 0.151 1.116
H -3.371 1.231 1.959
H -3.128 -0.525 2.002
C -3.129 1.933 -0.910
H -4.225 1.873 -0.974
H -2.714 2.057 -1.917
H -2.839 2.802 -0.310
C -0.068 1.336 -3.170
C -0.008 1.585 -5.607
C -0.042 0.767 -4.484
C -0.129 2.767 -3.075
C -0.071 3.564 -4.210
C -0.001 2.983 -5.483
H 0.018 1.134 -6.601
H -0.031 -0.323 -4.554
H -0.187 3.199 -2.071
H -0.081 4.649 -4.095
H 0.053 3.619 -6.372
C -0.290 -2.995 1.195
O -0.100 -1.891 0.562
C 0.367 -4.242 0.755
H 1.105 -4.559 1.511
H 0.876 -4.122 -0.210
H -0.379 -5.049 0.686
C -1.084 -3.040 2.440
H -1.908 -3.763 2.320
H -1.484 -2.055 2.713
H -0.457 -3.413 3.267
Te -0.099 2.386 1.360
C -0.016 1.106 3.151
C -1.158 1.096 3.962
C -1.205 0.245 5.074
C -0.090 -0.538 5.401
C 1.046 -0.519 4.587
C 1.095 0.315 3.463
H -2.000 1.748 3.722
H -2.104 0.205 5.692
H -0.106 -1.158 6.300
H 1.909 -1.144 4.835
H 1.991 0.356 2.836
*
```

Results of the Löwdin charge analysis, in e, for atoms 1 through 6: number 1, Hf, carries 0.674; number 2, P, carries 0.696; number 3, P, carries 0.660; number 4, N, carries -0.207; number 5, H, carries -0.316; number 6, C, carries -0.273

=====

Entry 3:
2 unconnected molecules or ions with the total composition C21H35N2O5. Source: the Open Molecules 2025 dataset; level of theory: ωB97M-V/def2-TZVPD.

Orbital gap (alpha / beta)   8.684 / 8.457 eV
HOMO (alpha / beta)   -8.18 / -8.18 eV

ORCA input file:
```
! wB97M-V def2-TZVPD RIJCOSX def2/J DEFGRID3
* xyz 0 2
C -3.133 -2.914 -0.012
C -1.850 -3.493 -0.737
C -1.969 -5.089 -0.628
C -0.596 -3.002 0.100
C 0.741 -2.945 -0.722
O 0.944 -4.307 -1.190
C 2.010 -2.576 0.131
C 2.233 -1.048 0.387
C 1.222 -0.424 1.444
C 0.556 0.862 0.832
N -0.845 1.076 1.244
C -1.726 0.299 1.967
C -2.937 1.053 1.983
C -2.746 2.325 1.257
C -1.380 2.273 0.828
C 0.533 -2.064 -2.019
C -0.988 -1.943 -2.470
C -0.928 -1.820 -4.052
C -1.645 -0.607 -1.967
N -1.770 -3.172 -2.186
O -2.969 -3.068 -2.683
H -3.516 -1.967 -0.452
H -3.981 -3.629 0.035
H -2.831 -2.718 1.050
H -2.922 -5.419 -0.165
H -1.926 -5.492 -1.671
H -1.066 -5.509 -0.120
H -0.438 -3.771 0.901
H -0.879 -2.030 0.562
H 1.830 -4.363 -1.585
H 1.865 -3.058 1.136
H 2.922 -3.025 -0.330
H 2.300 -0.427 -0.536
H 3.242 -0.957 0.873
H 1.819 -0.070 2.326
H 0.501 -1.166 1.844
H 0.530 0.694 -0.281
H 1.182 1.779 0.964
H -1.464 -0.677 2.396
H -3.880 0.720 2.456
H -3.493 3.114 1.084
H -0.862 3.060 0.256
H 0.900 -1.018 -1.944
H 1.035 -2.606 -2.861
H -0.371 -2.665 -4.514
H -0.330 -0.892 -4.258
H -1.933 -1.648 -4.497
H -2.530 -0.390 -2.618
H -1.922 -0.596 -0.890
H -0.938 0.245 -2.150
C 3.246 7.324 1.358
C 2.831 5.879 1.188
C 1.521 5.530 1.838
O 1.665 4.125 2.057
C 3.001 3.894 2.213
O 3.464 2.870 2.602
O 3.727 4.993 1.868
H 2.784 7.950 0.593
H 2.946 7.712 2.334
H 4.330 7.428 1.292
H 2.844 5.608 0.127
H 0.662 5.740 1.203
H 1.378 6.011 2.809
*
```

Results of the Löwdin charge analysis, in e, for atoms 1 through 6: number 1, C, carries -0.036; number 2, C, carries -0.416; number 3, C, carries -0.022; number 4, C, carries -0.057; number 5, C, carries -0.430; number 6, O, carries -0.039

=====

Entry 4:
A molecular structure, C21H35N9O6RhS. Source: the Open Molecules 2025 dataset; level of theory: ωB97M-V/def2-TZVPD.

Orbital gap (alpha / beta)   6.371 / 6.550 eV
HOMO (alpha / beta)   -11.20 / -11.23 eV

ORCA input file:
```
! wB97M-V def2-TZVPD RIJCOSX def2/J DEFGRID3
* xyz 1 1
Rh -0.163 -0.756 -0.531
C 2.664 0.118 6.619
C 1.682 -0.134 5.517
C 0.325 0.128 5.683
C -0.578 -0.123 4.664
C -0.119 -0.645 3.470
C 1.227 -0.895 3.272
C 2.120 -0.645 4.296
S -1.230 -0.894 2.109
O -0.764 -2.040 1.310
O -2.597 -0.936 2.543
N -0.939 0.424 1.171
C -1.999 1.331 0.944
C -2.106 1.643 -0.592
O -2.508 2.771 -0.905
O -1.740 0.743 -1.373
H 2.194 0.624 7.458
H 3.504 0.713 6.261
H 3.062 -0.831 6.978
H -0.036 0.527 6.619
H -1.631 0.076 4.787
H 1.558 -1.282 2.322
H 3.171 -0.836 4.146
H -1.820 2.279 1.468
H -2.958 0.908 1.278
N 0.964 0.415 -2.301
C 2.037 1.173 -1.693
C 1.535 2.513 -1.175
C 1.209 3.486 -2.310
C 0.722 4.831 -1.771
N -0.464 4.659 -0.960
C -0.721 5.149 0.241
N 0.108 5.991 0.868
N -1.855 4.775 0.826
C 2.606 0.378 -0.412
O 3.546 0.881 0.156
O 1.981 -0.680 -0.163
H 1.288 -0.174 -3.060
H 0.203 1.005 -2.629
H 2.889 1.309 -2.371
H 2.312 2.931 -0.533
H 0.652 2.312 -0.561
H 0.445 3.071 -2.973
H 2.106 3.671 -2.905
H 0.489 5.496 -2.610
H 1.524 5.279 -1.182
H -1.178 4.012 -1.313
H 0.981 6.273 0.460
H -0.091 6.301 1.802
H -2.449 4.113 0.311
H -2.193 5.228 1.657
C -0.631 -2.437 -3.214
N -0.796 -3.676 -3.948
C -2.087 -4.260 -3.593
N -2.162 -4.518 -2.163
C -1.994 -3.273 -1.440
N -0.687 -2.658 -1.757
C 0.370 -3.628 -1.383
N 0.207 -4.867 -2.114
C 0.263 -4.598 -3.544
C -1.095 -5.440 -1.797
H -1.425 -1.737 -3.495
H 0.344 -2.013 -3.468
H -2.211 -5.199 -4.134
H -2.887 -3.573 -3.880
H -2.044 -3.461 -0.365
H -2.792 -2.582 -1.730
H 0.301 -3.819 -0.308
H 1.352 -3.200 -1.612
H 0.145 -5.537 -4.090
H 1.235 -4.164 -3.794
H -1.150 -5.654 -0.728
H -1.220 -6.369 -2.357
*
```

Results of the Löwdin charge analysis, in e, for atoms 1 through 6: number 1, Rh, carries 1.243; number 2, C, carries -0.039; number 3, C, carries -0.256; number 4, C, carries -0.023; number 5, C, carries -0.046; number 6, C, carries -0.287

=====

Number 1: F_max 0.28 eV/Å, energy -2270.3722 hartree. Number 2: F_max 3.72 eV/Å, energy -1949.8442 hartree. Number 3: F_max 3.23 eV/Å, energy -1306.7652 hartree. Number 4: F_max 3.78 eV/Å, energy -2273.9716 hartree.